DFT (ωB97M-V/def2-TZVPD) results for a 3-piece molecular cluster, C19H30ClN3O4 overall.

multiplicity	1
frontier orbital gap	8.269	eV
charge	0
HOMO level	-8.19	eV
E_tot	-45370.0799	eV

Geometry (Å):
H: 0.643883 0.572371 4.751106
H: 0.896319 8.305411 3.890819
H: 1.529623 -1.244501 -2.872444
H: 0.261020 3.197203 5.290699
C: -1.859495 -2.419569 -2.339521
H: -2.220413 -3.818599 -0.741337
C: -0.177503 8.305208 3.817053
C: -1.829734 -1.051986 -1.651405
H: -0.839084 -2.814245 -2.383728
O: 1.673659 -0.949040 -0.824493
C: 2.209013 -1.493013 -2.057877
H: -2.191851 -2.310934 -3.375521
H: 3.880659 -4.508570 -2.351596
H: -3.357955 9.011991 4.287976
H: 4.367491 -2.534375 -0.347093
C: -1.124287 9.048506 4.469478
H: 5.020902 -3.575880 -4.142889
C: -0.265978 3.300500 3.115156
C: 0.136709 2.703940 4.341316
C: -4.362264 -5.558167 -0.762652
H: -2.439643 -0.324412 -2.181670
H: -2.866484 7.078955 2.459630
C: 4.297621 -2.904542 -3.678384
H: -3.882464 -4.195904 -3.275578
H: 5.430887 -3.852573 -0.802551
H: -3.652799 -2.917153 -1.255432
O: -0.085071 -1.663128 0.351961
H: -3.791898 -5.831391 0.137852
C: 0.365047 -1.118368 -0.611190
N: -0.450962 -0.543876 -1.656551
C: -2.395675 8.634061 3.985835
H: -2.264731 -4.891081 -3.118225
N: 0.073343 1.141370 2.776046
H: 3.442583 -2.828245 -4.355439
C: 0.337902 1.371115 4.097676
C: -2.752117 -3.423842 -1.611531
H: -2.210043 -1.127766 -0.628889
H: 3.131857 -0.941249 -2.225853
N: -0.827394 7.461014 2.959149
H: -0.379521 6.798187 2.353638
O: -3.650056 -5.724631 -1.909324
Cl: -0.417221 1.170292 -1.371430
C: -2.178296 7.653131 3.055776
H: -0.543611 2.314978 1.123318
H: 2.225239 -3.289229 -0.909804
H: 5.614809 -2.280108 -1.562211
H: 4.761529 -1.917494 -3.621340
C: -3.135700 -4.549553 -2.558386
C: 2.448947 -2.999667 -1.939923
H: 0.130570 0.248621 2.317395
C: 4.879758 -2.997299 -1.193453
O: -5.496631 -5.202737 -0.732288
C: -0.295429 2.309903 2.169655
H: -0.514001 4.336567 2.955428
H: 1.747267 -3.546749 -2.577156
H: -0.928930 9.804055 5.211856
C: 3.880607 -3.417503 -2.291655

Cartesian forces (eV/Å) of the 3 atoms listed first:
0.00 0.00 0.00
0.00 0.00 0.00
-0.01 0.01 0.02

=====

DFT (ωB97M-V/def2-TZVPD) results for one molecule with the formula CH3O4P in a non-equilibrium geometry.

multiplicity	1
frontier orbital gap (alpha / beta)	8.435 / 6.374	eV
charge	0
HOMO level (alpha / beta)	-11.48 / -11.22	eV
E_tot	-18559.1340	eV

Geometry (Å):
H: 1.433288 -0.440578 -0.831403
C: 1.122540 0.014681 -0.019235
O: -1.272841 -0.580207 1.401891
O: -0.923515 -1.621152 -0.988847
P: -0.730203 -0.583157 0.048240
H: 1.162698 1.021030 0.321187
H: 1.523553 -0.709697 0.804418
O: -1.282127 1.915936 0.048535
O: -1.033391 0.983142 -0.784789

Cartesian forces (eV/Å) of the 3 atoms listed first:
1.74 -0.89 -4.68
-1.73 -1.71 6.25
-0.01 0.66 0.18

=====

DFT (ωB97M-V/def2-TZVPD) results for C36H54F6KN5O4S2Sb as an isolated structure in a non-equilibrium geometry.

multiplicity	1
frontier orbital gap	5.298	eV
charge	-1
HOMO level	-3.11	eV
E_tot	-114688.8214	eV

Geometry (Å):
H: 3.122409 -2.856609 3.753277
H: -3.808959 -1.905129 3.604524
N: -3.798561 -1.188900 -2.252311
O: -4.452986 -2.216258 -0.082203
C: -3.008505 3.435923 -0.313985
C: 2.526500 -2.039616 4.158583
C: -4.810696 1.891308 -0.487707
N: -3.039276 1.487099 1.060776
H: -1.816431 -4.673160 5.025991
H: -2.299644 -1.050052 3.920099
C: -3.584034 -3.811484 -1.956299
H: 5.461345 -0.648399 1.739158
N: 1.083303 1.380341 -1.855094
S: -3.434738 -2.178035 -1.081233
C: -4.189690 1.146348 0.503966
H: 3.085440 3.938177 -1.053797
C: 2.714870 3.114397 -1.645939
H: 3.410017 -1.822180 1.043623
H: 5.315029 1.701804 2.328660
C: 1.185536 -3.586515 5.554413
H: 0.220676 -3.981440 5.868348
H: 1.696277 -3.208455 6.447398
H: -5.730981 1.540861 -0.930391
C: 4.683635 -1.398992 -1.385705
H: 0.455951 -7.027032 2.629632
O: -3.732858 0.890001 -3.548920
C: -2.761482 -1.822529 3.301568
H: 2.414557 -5.902661 1.531405
H: -1.887779 -3.016963 5.617669
C: 1.553222 2.455388 -1.227447
H: 4.268903 3.170457 -3.123027
C: -1.154518 2.958764 1.347480
O: -2.037746 0.545018 -1.764393
H: -2.750137 -1.465739 2.272498
H: 2.545225 -1.221304 3.436998
H: -2.493712 4.342198 -0.606274
H: 3.097741 2.909337 2.116449
H: 1.321449 0.085161 -3.423148
C: 1.722969 0.971926 -2.945235
C: 5.921022 -0.513657 -1.518429
C: -4.199553 3.058172 -0.912038
C: 3.365937 2.679525 -2.783494
C: 4.312007 -1.958171 -2.755991
O: -2.061497 -2.132801 -0.648923
N: -0.012465 2.245507 0.777083
F: -4.794351 -3.979121 -2.495632
C: -2.086583 -3.191302 3.437725
C: 1.099342 -2.460219 4.523436
H: -0.816144 -6.074206 3.379111
H: 6.197382 -0.058607 -0.573792
F: -2.669849 -3.931725 -2.923655
C: 0.760470 1.637404 1.884210
C: 0.763528 3.094992 -0.102557
H: -4.632367 3.653210 -1.703899
C: -2.279300 -3.697173 4.861731
H: -0.986519 4.047062 1.336877
H: -4.627263 0.216015 0.842567
H: 1.452127 3.743366 0.465089
H: -2.525639 -5.172628 2.586475
C: 2.107697 -4.936135 1.945664
H: -3.898537 -4.076265 2.682185
N: 2.122277 -0.201148 1.229913
H: 3.526389 0.399268 -1.045167
H: 3.310904 1.197492 -4.359880
H: 1.786492 -4.420303 5.182821
C: 0.236352 -6.061541 3.100651
C: -2.824718 -4.129730 2.479188
H: 2.563289 -1.061160 -1.144848
F: -3.383624 -4.801681 -1.068658
H: 0.877428 2.375071 2.697193
H: -3.352743 -3.808839 5.054108
H: 5.136315 -2.517420 -3.204755
C: -0.040398 -5.229827 0.767771
H: -1.114495 -5.411931 0.830189
H: 0.052227 3.756255 -0.611975
H: 0.422334 -6.128632 0.347187
H: 2.448281 -4.162211 1.254330
K: -0.502578 -0.356625 -0.195527
C: 3.407973 -0.742506 0.795591
H: 0.818669 -6.013293 4.022290
H: 2.644549 -4.802111 2.885921
F: -0.852510 -1.513028 -3.417894
C: -2.454338 2.617201 0.662934
F: -1.125054 0.241930 -4.666988
C: 0.443539 -1.232434 5.164312
F: -2.427286 -1.480300 -4.911494
C: 0.591644 -4.932903 2.133948
H: 4.937426 -2.248287 -0.736493
H: 1.041342 -0.923415 6.026824
H: 0.141320 0.822385 2.277601
C: 3.501852 -0.654785 -0.750191
H: 0.110331 -4.414881 0.057690
H: 4.059721 -1.142906 -3.440661
H: 0.413477 -0.386995 4.475134
H: -0.571708 -1.419013 5.518643
H: 3.445162 -2.616653 -2.700543
C: 2.844618 1.586690 -3.465626
C: 4.464786 1.212141 1.858128
H: 3.030106 -1.700408 5.068929
C: 4.566471 -0.084608 1.508716
C: 2.123808 1.073969 1.545524
H: 5.723822 0.299298 -2.224110
Sb: -0.034215 -2.882891 2.682011
H: -1.267668 2.673149 2.396001
H: 6.775784 -1.080999 -1.899983
C: 3.228179 1.904746 1.739066
H: -2.684282 -3.840771 1.434359
C: -1.774369 -0.730386 -4.012475
S: -2.924119 0.015323 -2.760938

Cartesian forces (eV/Å) of the 3 atoms listed first:
-0.02 -0.09 -0.07
-0.12 0.00 0.03
-0.03 -0.15 -0.01

=====

DFT (ωB97M-V/def2-TZVPD) results for a 7-piece molecular cluster, C15H43O7 overall in a non-equilibrium geometry.

multiplicity	1
frontier orbital gap	5.434	eV
charge	-1
HOMO level	-2.99	eV
E_tot	-30582.8920	eV

Geometry (Å):
H: 1.501864 -4.007685 3.665559
H: -0.683865 0.655727 1.627195
C: -2.319103 -0.200380 6.265867
H: -0.637753 -1.025260 -1.667249
H: -1.584231 -0.865743 3.647545
O: -0.524030 -5.491860 -1.645636
C: -0.003423 -4.181517 -1.893727
H: 0.353297 -4.212035 -2.921407
H: 2.253802 2.582510 0.706208
O: 0.275320 -3.605759 1.301549
C: -0.301083 0.056129 0.796114
H: -3.231114 0.815791 -1.429591
H: -0.934442 -0.841967 0.827187
H: 2.833059 -2.908607 3.322896
H: 2.985547 -3.165448 0.348644
O: -2.163388 -0.119793 3.834985
O: -4.146354 0.738810 -1.816631
H: 0.187489 0.990290 5.993650
H: 2.581332 2.346123 -4.165306
H: -2.058546 0.351372 7.169592
H: 0.019982 1.718379 -0.522179
H: 0.990187 -0.346053 -1.617852
H: 1.614387 1.653218 -5.512938
O: 0.597721 3.823968 -3.202861
C: 2.219742 3.630786 0.376337
H: 0.170098 1.187950 4.240565
C: -0.073661 -0.083864 -1.710141
C: 0.566273 4.045323 -5.624081
H: -0.391097 4.553585 -5.752795
O: -1.856228 1.190976 -0.603613
H: 0.394759 -4.530725 1.535081
H: 1.495924 4.171520 -3.190677
H: -3.389153 -0.332918 6.115842
H: 2.921193 4.169950 1.029872
H: -0.219848 0.419436 -2.663859
C: -0.231318 0.598096 5.065513
H: 2.706435 3.552389 -0.601887
C: 2.327328 -2.364211 0.711141
H: -3.155547 -0.832399 -2.688307
C: -4.062056 -0.229414 -2.830661
H: 1.788743 -2.065347 -0.188019
H: 2.756616 -4.442726 2.429525
H: 2.942870 -1.535108 1.055998
H: 0.164564 -0.414978 4.908419
H: -2.147778 1.518023 5.026243
H: -1.881224 -1.198595 6.381109
H: 0.732540 -0.188305 1.075723
C: 2.159960 -3.646104 2.877068
H: -4.885496 -0.955688 -2.831326
C: -1.753759 0.497229 5.033528
H: -4.047674 0.269282 -3.809447
H: 1.338877 4.814377 -5.583128
H: 0.836959 -3.962919 -1.235304
C: 1.594498 1.999430 -4.470106
O: 0.955476 4.186863 0.206426
H: -0.775977 -3.428604 -1.747786
H: 0.691529 3.461672 -6.543303
C: 1.402418 -2.871743 1.798602
H: 1.302146 1.106938 -3.924010
H: -1.051118 -5.473068 -0.843349
C: -0.553578 0.763387 -0.546605
H: 0.945721 -2.007409 2.287498
C: 0.521567 3.092116 -4.435815
H: 0.394043 3.955850 0.951587
H: -0.461424 2.618736 -4.393467

Cartesian forces (eV/Å) of the 3 atoms listed first:
-0.05 -0.15 -0.07
-0.08 0.31 -0.26
0.38 -0.39 -0.36

=====

DFT (ωB97M-V/def2-TZVPD) results for a 7-piece molecular cluster, C28H77N7O7 overall in a non-equilibrium geometry.

multiplicity	2
frontier orbital gap (alpha / beta)	1.621 / 8.665	eV
charge	-1
HOMO level (alpha / beta)	0.80 / -6.29	eV
E_tot	-55040.6466	eV

Geometry (Å):
C: -1.608444 1.649828 3.939783
H: 2.591336 -1.051412 2.998773
H: -3.809234 4.678808 0.147123
H: 5.752916 -5.440752 2.258993
H: -1.609294 2.232628 1.239123
C: -1.571454 1.127808 -0.552207
H: -8.412054 0.266518 -0.295387
C: -1.985754 5.638548 -1.176317
C: 6.247096 -3.621332 1.208583
C: 4.642396 0.883028 1.489893
H: -0.406264 -1.171282 0.891853
C: -4.001684 1.423758 4.798873
H: 2.213076 -2.434382 4.026693
H: -2.912834 1.307368 1.629303
H: 6.862506 -4.136712 0.471203
H: -2.276044 6.314618 -0.372107
O: 3.628076 -2.792672 2.497493
H: -7.611924 0.693308 -4.392707
H: -4.478824 6.802598 -1.455967
H: -2.048034 0.270448 -0.076917
N: -4.047694 4.308938 -0.761957
C: 0.580496 2.007438 3.221323
C: 0.519546 -1.055902 0.328233
H: -7.396434 -2.382562 -1.410027
H: 3.194776 -5.983472 -6.555767
H: 0.178756 5.966818 -0.008277
H: -5.950934 1.113788 -1.117537
H: 0.609706 4.288798 0.053153
C: -4.158694 6.109098 -2.233577
H: 3.575896 1.624718 -2.416267
H: 0.527216 1.496558 0.142743
H: 4.696286 -4.972192 -4.739417
H: 4.618756 0.275168 -2.071877
O: -7.210364 0.060798 -2.345687
N: -7.775444 -0.067752 0.413903
C: -3.107984 1.819168 3.595373
H: -3.029304 4.265648 -2.534847
H: 3.205566 0.496998 -1.105837
H: -6.888564 1.903388 -3.534467
C: 4.007606 1.044848 -1.600497
H: -5.100134 5.744918 -2.644867
C: 5.246446 -4.543252 1.903923
H: -5.929364 -2.837972 -0.530407
C: 3.008346 -1.943842 3.465423
C: 5.481226 1.149798 0.253363
H: 2.165166 -1.737742 -2.503967
C: -6.605034 -0.737642 -0.220187
H: 3.715636 2.915358 1.549093
H: -1.973474 0.546988 -2.574097
H: -3.265904 2.862238 3.321203
C: 4.157926 2.159978 2.198623
O: 2.867976 -3.458402 -3.413017
N: 4.104756 -6.845162 -4.119417
H: 3.438576 1.935248 2.986103
H: 0.710546 -2.068692 -0.026537
H: -1.698124 3.096048 -0.090417
O: 0.388146 -0.354382 -0.862627
H: 2.947096 -2.889122 -1.430917
H: -1.498784 6.180358 -1.987127
N: 4.407346 -4.951152 0.824243
O: -0.806184 2.123508 2.882703
H: 6.381326 0.228648 2.514303
H: 4.354626 -6.947082 -3.146137
H: 6.891856 -3.141542 1.944933
C: -6.904644 0.814158 -3.572187
C: 2.261566 -2.798732 -2.273517
H: 3.632256 -5.461272 1.223143
N: 5.389846 0.059318 2.422613
C: -3.239684 5.021938 -1.778627
H: 3.829426 -4.601892 3.581033
C: -2.371464 1.288938 -1.881837
O: -1.199884 4.533518 -0.792537
H: -7.375044 -2.784912 0.350643
C: 2.827996 -5.527842 -5.635997
C: 4.407756 -3.841262 3.056563
H: 1.323676 -3.284602 -2.004457
H: 5.304066 -0.874752 2.048103
H: -1.499884 2.130468 4.912053
H: -5.245434 -0.317152 -1.834327
H: -1.414904 0.584208 4.062663
H: -5.049684 1.343838 4.510073
H: -5.976084 0.413658 -3.978977
H: 1.244116 -0.714112 1.067343
H: -2.054934 2.243078 -2.303167
H: 1.213696 2.211848 2.357973
H: -5.731334 -0.689702 0.429773
C: 3.380896 -4.751302 -3.060957
H: -3.613114 0.541048 5.306733
H: 5.757986 -2.829982 0.640573
H: 2.631036 -4.481102 -5.867617
H: 0.822736 2.717628 4.011923
H: -3.677394 3.371048 -0.704157
H: 2.638036 -5.363662 -2.549817
N: -1.995184 2.215828 0.305903
H: -3.441474 1.494488 -1.851407
H: -8.323894 -0.733572 0.939253
H: 6.007276 0.252798 -0.073387
H: 3.867146 -4.126552 0.604423
H: 6.223086 1.837748 0.658913
C: -6.176394 0.101018 -1.451517
C: -0.227554 4.974088 0.185353
H: -3.621314 6.732368 -2.948327
H: 4.254166 -4.702762 -2.410447
H: 5.171636 -3.538662 3.772823
C: 3.802436 -5.521732 -4.444217
H: 3.277356 -7.424162 -4.103267
O: 4.803506 1.884878 -0.748827
H: 0.725406 1.026268 3.673443
H: 3.750226 -1.632972 4.201003
H: -4.376744 1.388328 2.231203
H: 1.890856 -6.031082 -5.398067
H: 5.070176 2.726928 2.384273
H: 3.755976 0.321148 1.195533
C: -0.025434 0.974948 -0.638667
H: -0.454614 4.835978 1.242453
H: -3.949914 2.200798 5.561523
H: 0.258216 1.607298 -1.479957
C: -6.861814 -2.277182 -0.466007
N: -3.459454 1.013188 2.426033

Cartesian forces (eV/Å) of the 3 atoms listed first:
-1.80 -0.40 -0.16
0.18 -0.18 -0.27
-0.16 0.23 0.33

=====

DFT (ωB97M-V/def2-TZVPD) results for C26H22F2N3O4SW as an isolated structure.

multiplicity	1
frontier orbital gap	5.792	eV
charge	+3
HOMO level	-17.61	eV
E_tot	-58047.3454	eV

Geometry (Å):
H: 2.574774 -3.196514 -0.329825
H: -1.229938 -5.208280 1.988051
C: -0.380531 -3.488885 1.097390
H: -1.547726 1.362342 -7.458111
C: -2.838726 0.522963 -5.047081
H: -0.936489 -0.266411 -7.775161
C: -2.913954 0.289007 -3.694164
F: 3.608933 -0.280525 4.279827
C: 0.733704 -5.615033 1.171417
N: -1.014472 0.395552 -0.583740
F: 5.853295 -1.044153 0.283954
C: 1.053068 -0.236011 2.868343
H: -1.359025 2.100417 -1.825817
C: -1.770556 0.031320 -5.814071
O: -3.319360 -0.668775 -0.908027
H: -0.198445 -7.437670 1.817597
S: -2.004769 -0.686653 -1.419856
H: -2.680286 0.055478 -7.745239
H: 5.717723 -0.671238 2.844879
C: 4.727943 -0.883227 0.947286
N: 0.669897 -2.902094 0.463956
C: -1.569484 0.291336 3.615917
C: 1.797881 -5.003045 0.496600
O: 1.173557 1.746833 -2.945413
H: -3.759660 0.638250 -3.115261
H: 1.434611 -7.161310 2.430530
C: -0.552409 0.267784 4.579634
C: 1.748306 -3.673833 0.174453
C: 4.774907 -0.696732 2.314103
C: 2.352380 -0.530574 2.307090
H: 2.678322 -5.569838 0.223403
C: -1.723244 0.298057 -7.281663
W: 0.415588 -0.826701 0.008850
H: -0.784099 0.459353 5.620042
O: -1.115510 -1.863125 -0.971701
N: 0.051254 -0.196385 1.915360
C: -1.879606 -0.450932 -3.091508
H: 0.042306 -1.126157 -5.775492
C: -0.608812 1.639561 -1.182856
H: 1.217230 -7.654297 0.761272
H: -0.043556 -1.578049 -3.362843
H: -1.994361 0.113074 1.540145
C: -0.764937 -0.717056 -5.182314
C: 0.783351 -7.050159 1.557796
H: -2.597227 0.498270 3.878854
C: 0.749497 0.006953 4.199734
C: -1.243335 0.073056 2.314007
C: -0.368408 -4.804280 1.473529
C: 3.530763 -0.896634 0.226591
H: 3.582732 -1.015640 -0.848801
O: 1.312591 0.092576 -1.250226
C: 3.575681 -0.508073 2.975468
H: -0.301060 2.365682 -0.425382
C: 0.649988 1.326146 -2.021005
H: 1.543473 -0.011840 4.929259
H: -3.629821 1.079028 -5.533965
C: 2.350962 -0.750700 0.924652
H: -1.249942 -2.875831 1.301051
C: -0.801871 -0.965178 -3.829017

Cartesian forces (eV/Å) of the 3 atoms listed first:
-0.01 0.00 0.00
0.01 -0.01 0.00
0.01 -0.03 0.03